The following is a DFT calculation (wB97M-V/def2-TZVPD) of a 2-piece molecular cluster, H2NO4P overall at a distorted geometry.

Its multiplicity is 3. As for the HOMO energy (spin up / spin down): -0.3515 / -0.3810 Eh. For the strongest force on any atom, the calculation gives 5.5 eV/Å. The expectation value of S² is 2.01. The value obtained for the energy above the lowest of the compared OMol25 structures with the same formula, charge and spin is 708.8 kJ/mol. The frontier orbital gap (spin up / spin down) comes out at 9.687 / 7.401 eV. The calculation puts the LUMO energy (spin up / spin down) at 0.123 / -2.966 eV.

Geometry as XYZ:
```
8
H2NO4P, DFT wB97M-V/def2-TZVPD
O -1.723 -1.145 0.292
N 1.349 0.301 -0.009
O -0.681 -1.873 0.152
O -1.867 -0.181 -0.485
H 2.346 0.216 -0.106
O -0.856 1.520 0.128
P 0.589 1.756 0.012
H 0.843 -0.594 0.017
```